(1)
155
Properties=species:S:1:pos:R:3 method="wB97M-V/def2-TZVPD" charge=+1 lumo_ev=-3.81 fmax_ev_per_a=5.6 homo_ha=-0.40833
C -2.614 -5.574 0.468
C -3.439 -5.498 1.755
C -4.078 -4.136 2.039
C -3.423 -3.371 3.186
C -2.287 -2.493 2.704
C -1.640 -1.649 3.787
C -0.174 -1.266 3.549
C 0.324 -1.440 2.128
C -0.423 -0.572 1.108
C -1.068 -1.296 -0.077
N -0.489 -0.847 -1.355
C -0.495 -1.812 -2.478
C -0.444 -0.910 -3.759
P 0.798 -1.464 -4.977
C 2.352 -0.763 -4.342
C 0.389 -0.447 -6.431
N -0.346 0.511 -3.221
C -0.870 0.307 -1.939
N -1.672 1.204 -1.384
C -2.046 2.474 -1.985
C -3.276 2.309 -2.855
O -4.282 1.602 -2.502
H -1.559 -5.397 0.649
H -2.688 -6.554 0.005
H -2.960 -4.854 -0.261
H -4.222 -6.247 1.706
H -2.808 -5.782 2.590
H -5.136 -4.248 2.232
H -3.995 -3.519 1.144
H -2.991 -4.098 3.868
H -4.153 -2.775 3.724
H -2.704 -1.841 1.938
H -1.557 -3.148 2.233
H -1.711 -2.179 4.732
H -2.232 -0.747 3.914
H 0.465 -1.860 4.194
H -0.026 -0.229 3.833
H 1.374 -1.163 2.133
H 0.303 -2.486 1.840
H 0.256 0.164 0.697
H -1.206 -0.042 1.642
H -0.941 -2.368 -0.025
H -2.144 -1.137 -0.088
H 0.326 -2.509 -2.379
H -1.437 -2.344 -2.459
H -1.394 -0.991 -4.273
H 2.521 0.270 -4.626
H 3.149 -1.366 -4.760
H 2.388 -0.848 -3.262
H 0.223 -1.114 -7.265
H -0.505 0.145 -6.267
H 1.194 0.230 -6.688
H 0.639 0.678 -3.001
H -2.064 0.978 -0.491
H -2.271 3.167 -1.182
H -1.214 2.872 -2.549
H -3.247 2.811 -3.827
C -6.914 -0.329 -2.194
C -7.177 -1.634 -2.339
C -8.413 -2.286 -1.768
O -8.535 -3.477 -1.981
C -9.341 -1.472 -1.019
C -9.083 -0.163 -0.871
C -7.852 0.493 -1.461
O -7.730 1.686 -1.269
O -9.856 0.675 -0.212
O -6.398 -2.476 -2.993
H -6.026 0.131 -2.601
H -10.219 -1.945 -0.602
H -9.437 1.552 -0.274
H -6.841 -3.344 -2.948
C -3.175 -6.842 -4.473
C -2.874 -5.613 -4.907
C -2.255 -5.354 -6.261
O -2.035 -4.184 -6.523
C -1.959 -6.472 -7.118
C -2.260 -7.710 -6.691
C -2.896 -7.969 -5.341
O -3.132 -9.127 -5.069
O -2.038 -8.805 -7.383
O -3.075 -4.498 -4.222
H -3.620 -7.036 -3.508
H -1.505 -6.279 -8.079
H -2.354 -9.551 -6.843
H -2.782 -3.788 -4.823
C 1.883 4.077 5.259
C 0.920 3.691 4.414
C 1.156 2.656 3.347
O 0.209 2.340 2.643
C 2.467 2.078 3.214
C 3.433 2.463 4.058
C 3.198 3.481 5.149
O 4.145 3.725 5.866
O 4.655 1.973 4.013
O -0.324 4.146 4.441
H 1.716 4.802 6.041
H 2.633 1.337 2.446
H 5.167 2.379 4.737
H -0.798 3.691 3.725
C 5.384 -2.685 1.539
C 6.223 -3.652 1.945
C 6.750 -3.726 3.364
O 7.486 -4.660 3.609
C 6.353 -2.706 4.307
C 5.521 -1.737 3.898
C 4.974 -1.679 2.485
O 4.200 -0.767 2.239
O 5.084 -0.750 4.653
O 6.664 -4.621 1.177
H 5.002 -2.630 0.530
H 6.742 -2.758 5.314
H 4.542 -0.184 4.073
H 7.246 -5.174 1.732
C 3.407 4.629 -1.966
C 2.731 3.524 -2.301
C 2.821 2.250 -1.497
O 2.147 1.286 -1.859
C 3.678 2.200 -0.350
C 4.369 3.303 -0.006
C 4.262 4.591 -0.795
O 4.921 5.522 -0.386
O 5.183 3.378 1.019
O 1.922 3.465 -3.355
H 3.352 5.553 -2.534
H 3.749 1.271 0.199
H 5.543 4.285 1.029
H 1.550 2.576 -3.395
C 5.894 7.505 -4.315
C 6.795 8.196 -5.033
C 6.393 9.109 -6.174
O 7.298 9.689 -6.736
C 4.991 9.224 -6.512
C 4.096 8.531 -5.795
C 4.500 7.637 -4.646
O 3.591 7.067 -4.062
O 2.794 8.556 -6.008
O 8.092 8.160 -4.827
H 6.172 6.858 -3.495
H 4.712 9.867 -7.333
H 2.392 7.974 -5.341
H 8.497 8.758 -5.482
C -0.979 0.786 10.058
C 0.055 1.094 9.261
C -0.135 1.719 7.898
O 0.878 1.964 7.266
C -1.473 1.982 7.428
C -2.509 1.672 8.224
C -2.321 1.061 9.596
O -3.337 0.839 10.222
O -3.772 1.862 7.909
O 1.320 0.891 9.574
H -0.853 0.340 11.034
H -1.596 2.426 6.451
H -4.295 1.556 8.673
H 1.850 1.214 8.826

***

(2)
137
Properties=species:S:1:pos:R:3 method="wB97M-V/def2-TZVPD" charge=+1 lumo_ev=-4.66 fmax_ev_per_a=3.5 homo_ha=-0.30132
C -4.423 -2.723 5.854
C -4.341 -1.214 5.611
C -4.725 -0.440 6.875
C -5.174 -0.795 4.397
C -6.531 -0.524 4.561
C -7.359 -0.322 3.460
C -6.834 -0.419 2.176
C -5.476 -0.663 1.980
C -4.935 -0.778 0.557
C -4.927 0.588 -0.122
C -5.654 -1.855 -0.255
C -4.636 -0.785 3.092
N -3.236 -1.052 2.849
N -2.884 -2.286 2.392
N -1.522 -2.298 2.357
C -0.800 -3.314 1.622
C 0.077 -2.971 0.557
C 0.143 -1.563 -0.030
C -1.170 -1.162 -0.701
C 1.338 -1.351 -0.961
C 0.819 -3.992 -0.039
C 0.659 -5.320 0.343
C -0.281 -5.650 1.308
C -1.022 -4.657 1.955
C -2.014 -5.108 3.022
C -1.275 -5.738 4.204
C -3.076 -6.046 2.445
C -1.041 -1.103 2.861
C 0.352 -0.950 3.129
C 1.166 -2.016 3.594
C 2.532 -1.833 3.718
C 3.367 -2.963 4.273
F 4.632 -2.972 3.753
F 3.486 -2.887 5.641
F 2.809 -4.189 3.995
C 3.136 -0.633 3.356
C 2.342 0.393 2.868
C 2.983 1.672 2.396
F 2.089 2.494 1.746
F 3.494 2.397 3.444
F 4.004 1.439 1.515
C 0.959 0.293 2.840
C -2.102 -0.226 3.047
C -2.094 1.148 3.318
H -4.112 -3.283 4.962
H -3.772 -3.013 6.688
H -5.450 -3.031 6.100
H -3.302 -0.966 5.364
H -4.738 0.637 6.680
H -5.713 -0.737 7.246
H -3.997 -0.635 7.670
H -6.959 -0.483 5.564
H -8.414 -0.104 3.604
H -7.478 -0.304 1.304
H -3.900 -1.107 0.668
H -4.379 1.306 0.503
H -4.433 0.529 -1.099
H -5.950 0.965 -0.262
H -5.555 -2.824 0.250
H -6.722 -1.631 -0.374
H -5.197 -1.941 -1.248
H 0.298 -0.878 0.812
H -2.017 -1.313 -0.022
H -1.143 -0.101 -0.986
H -1.349 -1.770 -1.599
H 2.271 -1.673 -0.478
H 1.214 -1.905 -1.901
H 1.443 -0.286 -1.207
H 1.513 -3.757 -0.842
H 1.253 -6.096 -0.140
H -0.452 -6.694 1.574
H -2.534 -4.206 3.358
H -0.482 -5.069 4.564
H -1.968 -5.933 5.032
H -0.805 -6.687 3.908
H -3.608 -5.548 1.625
H -2.630 -6.970 2.053
H -3.806 -6.309 3.219
H 0.720 -2.971 3.852
H 4.210 -0.499 3.452
H 0.331 1.115 2.525
H -1.155 1.611 3.566
H -3.035 1.691 3.371
C 1.412 11.553 4.234
N 1.761 10.177 4.009
C 2.588 9.540 4.890
O 3.093 10.025 5.904
C 2.711 8.104 4.429
C 2.295 7.151 5.530
C 0.866 7.426 5.933
C 0.573 8.435 6.857
C -0.749 8.731 7.186
C -1.796 8.008 6.604
C -1.504 6.966 5.716
C -0.178 6.665 5.400
N 1.811 8.025 3.275
C 1.556 6.839 2.680
C 0.650 6.636 1.632
C 0.237 5.397 1.130
C -0.433 5.292 -0.144
C -0.348 4.127 -0.965
C -0.986 4.060 -2.204
C -1.717 5.163 -2.689
C -1.761 6.347 -1.936
C -1.122 6.414 -0.696
C 1.167 9.326 2.986
C -0.385 9.315 3.113
C -0.886 10.383 2.144
C 0.281 10.776 1.214
C 1.489 9.917 1.582
H 2.038 11.918 5.053
H 1.604 12.156 3.339
H 0.358 11.671 4.527
H 3.758 7.952 4.108
H 2.414 6.121 5.188
H 2.960 7.323 6.383
H 1.395 8.999 7.313
H -0.956 9.524 7.907
H -2.831 8.231 6.871
H -2.307 6.373 5.275
H 0.057 5.837 4.722
H 2.174 6.003 3.027
H 0.254 7.551 1.180
H 0.567 4.480 1.626
H 0.290 3.307 -0.634
H -0.889 3.173 -2.833
H -2.222 5.115 -3.665
H -2.260 7.234 -2.335
H -1.121 7.361 -0.163
H -0.761 8.319 2.849
H -0.662 9.498 4.159
H -1.722 9.993 1.551
H -1.269 11.254 2.691
H 0.000 10.621 0.165
H 0.515 11.844 1.324
H 2.422 10.493 1.638
H 1.638 9.096 0.870

***

(3)
142
Properties=species:S:1:pos:R:3 method="wB97M-V/def2-TZVPD" multiplicity=3 charge=-1 lumo_ev="2.23 / 2.23" relative_energy_ev=0.000 fmax_ev_per_a=1.5 homo_ha="-0.13483 / -0.15772"
Ti -0.234 -0.333 0.417
C -1.060 0.065 -3.885
C -1.451 -1.324 -3.366
C -2.357 -2.038 -4.366
P -1.966 -1.202 -1.583
C -3.101 -2.685 -1.335
C -3.372 -2.867 0.163
C -4.467 -2.726 -2.031
C -3.082 0.228 -1.617
C -4.217 0.299 -2.440
C -5.079 1.379 -2.469
C -6.298 1.410 -3.362
C -4.771 2.434 -1.607
C -3.637 2.426 -0.828
C -2.707 1.343 -0.844
N -1.529 1.352 -0.105
C -1.235 2.635 0.429
C -1.067 3.774 -0.351
C -0.947 5.027 0.246
C -0.946 5.159 1.628
C -0.912 6.515 2.292
C -1.000 3.994 2.398
C -1.166 2.749 1.817
P -1.245 1.094 2.603
C -0.691 1.469 4.330
C -0.135 0.197 4.985
C -1.683 2.156 5.264
C -3.114 0.864 2.644
C -3.558 -0.316 3.523
C -3.987 2.091 2.932
H -0.519 -0.024 -4.838
H -0.419 0.597 -3.177
H -1.948 0.683 -4.050
H -0.551 -1.907 -3.300
H -3.294 -1.502 -4.545
H -2.590 -3.062 -4.059
H -1.831 -2.094 -5.329
H -2.498 -3.527 -1.684
H -2.504 -3.233 0.692
H -4.193 -3.580 0.313
H -3.664 -1.919 0.630
H -5.112 -1.931 -1.655
H -4.943 -3.680 -1.777
H -4.430 -2.661 -3.119
H -4.438 -0.532 -3.099
H -6.276 0.586 -4.081
H -6.360 2.345 -3.928
H -7.227 1.318 -2.786
H -5.443 3.291 -1.550
H -3.446 3.278 -0.189
H -1.090 3.686 -1.435
H -0.849 5.916 -0.378
H -0.779 7.311 1.557
H -0.095 6.588 3.019
H -1.843 6.704 2.831
H -0.954 4.090 3.484
H 0.145 2.150 4.153
H -0.945 -0.508 5.207
H 0.380 0.437 5.926
H 0.563 -0.327 4.333
H -2.509 1.487 5.517
H -2.107 3.069 4.843
H -1.176 2.418 6.200
H -3.289 0.582 1.612
H -3.469 -0.077 4.592
H -2.977 -1.216 3.333
H -4.614 -0.541 3.327
H -4.051 2.296 4.006
H -5.007 1.898 2.572
H -3.628 2.991 2.431
S -0.742 -2.227 2.234
C 0.731 -2.959 2.869
C 0.912 -3.105 4.257
C 2.077 -3.652 4.785
C 3.095 -4.080 3.941
C 2.911 -4.001 2.563
C 1.740 -3.472 2.020
As 1.377 -3.325 0.092
C 3.234 -3.702 -0.497
C 3.786 -4.974 -0.646
C 5.112 -5.138 -1.038
C 5.914 -4.028 -1.285
C 5.383 -2.754 -1.120
C 4.056 -2.597 -0.725
C 0.596 -5.114 -0.155
C -0.357 -5.556 0.767
C -1.079 -6.727 0.539
C -0.868 -7.472 -0.617
C 0.068 -7.035 -1.546
C 0.785 -5.860 -1.317
H 0.111 -2.782 4.919
H 2.190 -3.739 5.862
H 4.017 -4.485 4.345
H 3.694 -4.363 1.916
H 3.188 -5.849 -0.439
H 5.521 -6.137 -1.144
H 6.948 -4.157 -1.590
H 5.993 -1.872 -1.301
H 3.672 -1.598 -0.589
H -0.543 -4.978 1.662
H -1.814 -7.052 1.268
H -1.434 -8.383 -0.796
H 0.240 -7.603 -2.455
H 1.509 -5.537 -2.057
C 2.361 -2.414 -3.263
O 1.941 -1.251 -2.545
C 2.513 -0.113 -2.912
C 3.486 -0.104 -3.886
C 4.076 1.080 -4.227
Br 5.430 1.086 -5.562
C 3.731 2.239 -3.592
C 2.777 2.242 -2.575
C 2.124 1.061 -2.230
O 1.073 0.946 -1.322
C 2.661 3.628 -2.003
N 2.836 4.659 -2.776
C 2.884 5.749 -1.920
C 3.052 7.106 -2.199
C 3.107 7.983 -1.133
C 3.019 7.523 0.200
C 2.827 6.189 0.484
C 2.735 5.321 -0.607
N 2.537 3.960 -0.698
H 2.158 -2.308 -4.332
H 1.794 -3.245 -2.869
H 3.420 -2.613 -3.108
H 3.797 -1.016 -4.373
H 4.207 3.179 -3.837
H 0.895 1.829 -0.961
H 3.150 7.449 -3.223
H 3.226 9.044 -1.319
H 3.101 8.235 1.016
H 2.750 5.823 1.503
H 2.505 3.326 0.109
C 3.200 0.229 3.118
S 2.538 0.550 1.513
O 3.663 0.718 0.605
O 1.747 1.773 1.640
O 1.672 -0.621 1.200
H 4.278 0.396 3.068
H 2.976 -0.813 3.387
H 2.727 0.920 3.823